Entry from the OMol25 dataset: C35H39FN4O9S3Ti as an isolated structure (ωB97M-V/def2-TZVPD).

Last column: Mulliken spin population.
Positions of all 92 atoms, in Å:
Ti (-0.87784, -0.23901, -0.16463)  0.08
N (-2.37520, -1.65527, 1.92716)  0.00
C (-2.11101, -2.78728, 2.81001)  0.00
C (-1.07005, -3.72526, 2.22379)  0.00
C (0.34008, -3.11978, 2.18649)  0.00
C (0.85777, -2.83615, 0.78336)  0.00
N (0.12549, -1.82015, 0.05246)  0.01
H (-2.82835, -0.90661, 2.43753)  0.00
H (-2.99032, -1.92707, 1.16592)  0.00
H (-3.02555, -3.34730, 3.05370)  0.00
H (-1.72455, -2.38249, 3.75080)  0.00
H (-1.37900, -4.00637, 1.21179)  0.00
H (-1.07528, -4.64625, 2.81508)  0.00
H (1.04977, -3.80118, 2.66822)  0.00
H (0.35939, -2.18953, 2.76370)  0.00
H (0.84023, -3.75991, 0.19232)  0.00
H (1.90850, -2.53490, 0.85721)  0.00
H (-0.49927, -2.30939, -0.61475)  0.00
H (1.60547, -0.95811, -1.19310)  -0.04
O (5.89079, 2.56004, -3.49042)  0.02
C (6.00788, 1.41871, -3.00333)  0.00
O (7.04818, 0.74767, -2.80891)  0.01
C (4.71647, 0.77797, -2.46403)  0.19
C (4.78146, -0.49953, -1.81232)  0.02
C (3.65112, -1.06677, -1.33565)  0.09
N (2.44397, -0.42651, -1.39947)  0.18
C (2.32315, 0.80228, -2.03629)  0.30
C (3.48804, 1.37580, -2.57928)  -0.01
C (1.03594, 1.46967, -2.02334)  0.03
O (0.71220, 2.46206, -2.64423)  0.15
O (0.18004, 0.90193, -1.12212)  -0.01
H (5.74247, -0.98721, -1.73677)  0.01
H (3.62018, -2.04433, -0.86962)  0.01
H (3.41124, 2.33922, -3.06607)  0.00
C (-6.72712, 2.44285, 3.47307)  0.00
C (-5.56381, 3.42665, 3.41241)  0.00
C (-5.27927, 3.97435, 4.80465)  0.00
C (-4.10839, 4.93544, 4.78028)  -0.01
C (-2.90276, 4.24790, 4.20392)  -0.06
C (-1.61537, 4.60149, 4.63152)  0.22
C (-0.53385, 3.93263, 4.09886)  -0.11
F (0.70363, 4.27203, 4.53874)  0.00
C (-0.64995, 2.94330, 3.15538)  0.10
C (-1.93455, 2.58170, 2.70470)  -0.08
C (-2.10832, 1.59786, 1.70011)  0.33
O (-1.02623, 1.00106, 1.21054)  0.06
C (-3.41542, 1.32999, 1.20594)  -0.08
C (-4.47119, 1.95213, 1.79980)  0.22
N (-4.35146, 2.80902, 2.86193)  0.03
C (-3.06741, 3.23631, 3.27152)  0.18
C (-3.76064, 0.40266, 0.07112)  -0.02
O (-4.92164, 0.20134, -0.23326)  0.00
O (-2.75876, -0.19337, -0.52323)  0.00
H (-7.53755, 2.89168, 4.05003)  0.00
H (-6.41688, 1.52222, 3.96982)  0.00
H (-7.12627, 2.18256, 2.49582)  0.00
H (-5.84662, 4.27203, 2.76618)  0.00
H (-5.05454, 3.13356, 5.46913)  0.00
H (-6.18590, 4.45649, 5.17714)  0.00
H (-3.88285, 5.29842, 5.78553)  0.00
H (-4.36787, 5.81575, 4.18044)  0.00
H (-1.46372, 5.37245, 5.37492)  0.03
H (0.21752, 2.41845, 2.78687)  0.09
H (-5.45939, 1.76041, 1.41683)  0.04
C (8.19182, 0.04025, 4.16381)  0.00
C (6.75966, -0.00316, 3.70507)  0.00
C (6.41977, -0.57299, 2.48175)  0.00
C (5.10132, -0.60175, 2.05198)  0.03
C (4.11742, -0.03601, 2.84711)  0.01
C (4.42859, 0.52839, 4.07554)  0.00
C (5.74781, 0.54021, 4.49474)  0.00
S (2.41442, -0.05886, 2.29181)  0.01
C (2.54727, 1.41735, 1.27484)  0.02
O (1.56637, 0.28146, 3.47150)  0.00
H (8.82584, -0.58159, 3.53269)  0.00
H (8.29102, -0.30933, 5.19320)  0.00
H (8.58454, 1.05875, 4.12527)  0.00
H (7.19319, -0.99801, 1.85339)  0.00
H (4.84729, -1.03617, 1.09188)  -0.03
H (3.62840, 0.93220, 4.68344)  0.00
H (5.99940, 0.98151, 5.45346)  0.00
H (2.81559, 2.25344, 1.92163)  0.00
H (1.57830, 1.57866, 0.80151)  -0.02
H (3.29248, 1.25338, 0.49622)  0.01
C (-3.00671, -4.38165, -4.23882)  0.00
O (-2.27284, -3.17538, -4.10908)  0.00
C (-1.87256, -2.75988, -2.88470)  0.00
S (-2.29590, -3.66694, -1.51868)  0.00
S (-0.96601, -1.34470, -2.94508)  0.00
H (-3.09898, -4.53756, -5.31294)  0.00
H (-3.99141, -4.28815, -3.77801)  0.00
H (-2.48370, -5.21384, -3.76666)  0.00

Output
- relative energy (zero: lowest compared OMol25 entry of this formula, charge and spin) (kcal per mole) = 69.47
- Kohn-Sham gap (alpha / beta) (Ha) = 0.1567 / 0.2395
- net charge = -2
- electronic energy (hartree) = -4397.4267
- multiplicity = 3